[1]
Here is C18H31HfN2OPSSi as an isolated structure from the OMol25 dataset. Energies are from wB97M-V/def2-TZVPD.

Computed properties:
Frontier orbital gap (eV): 5.0
Electronic energy (hartree): -1966.15325
HOMO energy (eV): -6.17
Energy relative to the best compared isomer or geometry (same formula, charge and spin) (kcal per mole): 60.22

Each line ends with the Mulliken charge.
CARTESIAN COORDINATES (ANGSTROEM)
Hf 0.2830 0.9860 0.0545  0.238
S -1.7682 2.1073 1.0309  -0.500
P 1.8043 -0.6402 -1.4912  0.755
Si 2.6966 1.9796 0.0429  0.660
O -0.4051 2.2940 -1.5769  -0.698
N -3.5807 1.1076 2.6865  -0.107
N 0.2507 -0.5756 1.2392  -0.054
C -5.0218 -0.7866 2.4303  -0.580
C 2.7570 -0.0542 -3.0193  -1.106
C 0.7467 -1.9812 -2.3005  -1.043
C 2.9803 -1.6444 -0.5599  -1.140
C -4.3727 -1.0468 1.2017  -0.461
C 0.1552 -3.1480 3.7547  -0.299
C -0.9702 1.4370 -2.6602  1.794
C -3.3195 -0.2034 0.7548  -0.075
C -0.4524 1.7650 -4.0932  -1.733
C 2.9528 3.4898 -0.9521  -1.059
C -4.6137 0.3101 3.1901  -0.264
C -0.2810 -2.3219 2.7459  -0.511
C 1.4038 -2.8918 4.4690  -0.670
C -2.5194 1.5431 -2.6303  -0.889
C -2.9425 0.8869 1.4965  0.618
C 2.1968 -1.7571 4.0518  -0.498
C 0.5262 -1.2482 2.3635  0.372
C 1.7590 -0.9098 3.0360  -0.224
H -0.9907 0.2044 -2.1927  -0.833
H -2.7456 -0.2591 -0.2070  0.148
H 2.0568 0.4770 -3.6965  0.144
H -2.8696 1.1172 -1.6739  0.066
H -1.1720 -2.5279 2.1092  0.318
H 4.0005 1.2227 -0.1821  -0.203
H 3.6564 -0.9733 -0.0036  0.263
H -4.9650 0.6032 4.1546  0.448
H -5.8179 -1.4606 2.7899  0.361
H -2.7647 2.7445 -2.7142  0.278
H 0.5840 1.8744 -4.2682  0.384
H 1.2602 -2.3457 -3.2756  0.318
H 2.4287 -2.2686 0.1668  0.293
H 1.7264 -3.5319 5.2705  0.386
H -3.2467 1.9248 3.2015  0.249
H -0.4455 -4.0155 4.0458  0.328
H 3.5689 -2.2920 -1.2397  0.418
H -0.2668 -1.4898 -2.5039  0.243
H 3.4305 3.4151 -1.9920  0.278
H -4.6129 -1.8776 0.5433  0.433
H -0.7576 2.7938 -4.4705  0.380
H 3.5576 0.6319 -2.6851  0.307
H 2.0506 4.1655 -1.1577  0.273
H -0.8207 1.1494 -4.8967  0.412
H 3.6672 4.1292 -0.3469  0.323
H 0.6203 -2.8170 -1.5348  0.321
H 3.1884 -0.9328 -3.5533  0.443
H -2.8595 0.9064 -3.5779  0.289
H 2.8001 2.3638 1.4584  -0.277
H 2.3475 -0.0868 2.6293  0.283
H 3.1260 -1.5417 4.5381  0.397


[2]
Here is a 2-piece molecular cluster, C3H6O4 overall from the OMol25 dataset. Energies are from wB97M-V/def2-TZVPD.

Computed properties:
⟨S²⟩: 0.7536
Frontier orbital gap (spin up / spin down) (eV): 6.4 / 6.0
Electronic energy (hartree): -418.79877
Net charge: -1
Multiplicity: 2
HOMO energy (spin up / spin down) (eV): -2.61 / -2.61
Energy relative to the best compared isomer or geometry (same formula, charge and spin) (kcal per mole): 19.11

Each line ends with the Mulliken spin population.
CARTESIAN COORDINATES (ANGSTROEM)
O 2.3493 0.0658 2.4512  0.002
O 0.9625 -0.4100 0.7385  0.005
O 0.0662 2.0907 2.3577  0.001
O 2.5426 1.0194 0.4262  0.000
C -0.8419 -1.9488 0.7134  0.896
C 0.1728 -1.2789 1.5532  -0.056
C 1.8549 0.3581 1.3729  0.007
H -1.6534 -2.4872 1.2027  0.017
H -0.2964 -0.6999 2.3660  0.034
H 0.8517 -2.0098 2.0336  0.064
H 3.2889 1.4640 0.8459  0.000
H -0.6696 -2.0976 -0.3529  0.029
H 0.3917 1.4991 3.0408  0.000


[3]
Here is a 4-piece molecular cluster, C20H36IN3O9 overall from the OMol25 dataset. Energies are from wB97M-V/def2-TZVPD.

Computed properties:
Frontier orbital gap (eV): 8.8
Electronic energy (hartree): -1922.49135
SMILES: CCCCCCCCCCCCCC1=C(I)C(=O)OC1=O.C[N+](=O)[O-].C[N+](=O)[O-].C[N+](=O)[O-]
HOMO energy (eV): -10.19

Each line ends with the Mulliken charge.
CARTESIAN COORDINATES (ANGSTROEM)
I 8.4024 -2.3931 0.7992  0.181
O 5.4741 -1.8288 3.8418  -0.259
O -7.5575 -4.4183 1.4443  -0.513
O 7.2755 -2.5527 8.9727  -0.531
O -7.3599 -2.9936 -0.1539  -0.557
O -7.1123 1.6082 1.2146  -0.521
O 7.1399 -3.4164 3.8332  -0.524
O -8.1741 0.7076 -0.4272  -0.516
O 6.3074 -0.6383 8.8063  -0.533
O 4.0869 -0.1298 3.2585  -0.533
N -7.6483 -4.0873 0.2852  0.858
N -7.7786 0.7260 0.7181  0.892
N 6.7013 -1.6881 8.3490  0.881
C -4.3239 3.3888 -1.3406  -0.362
C -1.5318 2.4421 -3.8313  -0.869
C 5.7867 0.0563 0.6126  -0.800
C 2.6118 0.5305 -1.7345  -0.369
C -0.6664 1.2090 -3.4539  -0.876
C 6.8098 -1.7881 2.0075  -0.696
C 4.0303 1.0124 -2.0660  -0.808
C 6.5593 -2.4868 3.3023  0.788
C -3.5139 2.4485 -2.2393  -0.618
C -8.1478 -0.4341 1.5721  -0.575
C 5.1497 -0.7474 -0.5314  -0.336
C -8.1563 -5.1066 -0.6724  -0.700
C -2.1434 3.0552 -2.5592  -0.746
C 5.1512 -0.0103 -1.8625  -1.019
C 6.4536 -1.9243 6.8999  -0.703
C 1.7003 0.4328 -2.9813  -1.040
C 5.0357 -0.8281 2.9958  0.138
C 5.9256 -0.8343 1.7813  0.754
C -5.7585 2.8822 -1.2035  -1.184
C 0.7680 1.6367 -3.1846  -0.542
H -6.3042 2.9849 -2.1340  0.325
H 6.0879 0.5410 -1.8995  0.411
H 2.3209 0.2548 -3.8537  0.410
H 4.2915 1.9296 -1.5536  0.442
H 1.1115 2.2228 -4.0296  0.279
H 2.5851 -0.4347 -1.2500  0.354
H -9.2322 -0.4779 1.6078  0.293
H 4.0343 1.2670 -3.1215  0.453
H -0.7062 0.4380 -4.2154  0.456
H 5.7438 -1.6467 -0.6571  0.436
H 2.1591 1.2813 -1.1008  0.243
H 5.2203 -0.7222 -2.6746  0.317
H -7.4774 -5.9525 -0.6353  0.277
H -5.7671 1.8362 -0.9449  0.204
H -2.3085 2.1603 -4.5299  0.465
H -3.8605 3.4512 -0.3652  0.290
H -1.0937 0.8181 -2.5341  0.375
H 6.9503 -1.1298 6.3524  0.254
H 6.8570 -2.8933 6.6325  0.327
H -1.4736 2.8435 -1.7365  0.263
H -7.7364 -1.3262 1.1087  0.165
H -3.3513 1.5495 -1.6521  0.209
H -7.7320 -0.2803 2.5605  0.291
H 6.7521 0.4528 0.3337  0.340
H -9.1501 -5.3930 -0.3434  0.282
H -0.8470 3.1494 -4.2813  0.424
H 1.0745 -0.4437 -2.8594  0.449
H -6.2621 3.4688 -0.4519  0.430
H 5.1108 0.8538 0.9011  0.389
H -4.3350 4.3598 -1.8235  0.338
H -8.1813 -4.6652 -1.6610  0.315
H 4.1712 -1.0818 -0.2065  0.290
H 0.7833 2.2855 -2.3144  0.323
H -2.2515 4.1234 -2.7124  0.477
H 5.3809 -1.8911 6.7409  0.296
H -4.0611 2.2368 -3.1490  0.345


F_max per entry: 3.7; 2.6; 2.8 eV Å⁻¹